Record 1
A cluster of 7 separate species, C29H50O20P in total. Source: the OMol25 dataset; level of theory: wB97M-V/def2-TZVPD.

Each line ends with the Mulliken charge.
Geometry (Å):
1 C 4.911 1.404 3.246  -1.31
2 C 4.197 0.442 2.298  0.02
3 C 3.114 -0.391 2.983  -0.86
4 C 1.875 0.452 3.253  0.22
5 C 1.103 0.250 4.541  0.01
6 O 0.021 1.139 4.451  -0.42
7 P -0.510 1.279 2.743  -0.35
8 O 0.898 0.321 2.250  0.00
9 H 5.833 1.790 2.808  0.46
10 H 5.132 0.930 4.206  0.30
11 H 4.287 2.270 3.474  0.29
12 H 4.935 -0.210 1.826  0.50
13 H 3.657 1.000 1.535  -0.18
14 H 2.820 -1.182 2.286  0.29
15 H 3.476 -0.878 3.896  0.32
16 H 2.176 1.516 3.264  0.13
17 H 1.718 0.424 5.434  0.28
18 H 0.715 -0.787 4.556  -0.23
19 H -1.654 2.072 3.153  0.06
20 H 0.251 2.502 2.573  -0.09
21 H -0.931 1.344 1.347  -0.05
22 H -1.300 0.084 2.983  -0.23
23 C 2.590 4.594 -3.151  -1.52
24 C 2.454 3.719 -1.933  0.59
25 C 3.435 3.994 -0.810  -0.65
26 O 3.572 2.710 -0.201  -0.32
27 C 3.323 1.774 -1.147  0.66
28 O 3.546 0.612 -1.044  -0.52
29 O 2.781 2.353 -2.248  -0.35
30 H 3.559 4.431 -3.624  0.34
31 H 1.811 4.373 -3.879  0.37
32 H 2.506 5.643 -2.864  0.38
33 H 1.430 3.729 -1.550  0.30
34 H 3.070 4.702 -0.071  0.37
35 H 4.410 4.316 -1.187  0.30
36 C -1.839 -2.965 2.942  -1.12
37 C -2.151 -3.458 4.323  0.59
38 C -0.950 -3.887 5.142  -0.34
39 O -1.499 -4.899 6.000  -0.38
40 C -2.584 -5.424 5.381  0.59
41 O -3.154 -6.405 5.747  -0.56
42 O -2.919 -4.689 4.306  -0.38
43 H -1.422 -3.758 2.319  0.38
44 H -2.731 -2.591 2.443  0.41
45 H -1.129 -2.140 3.011  -0.03
46 H -2.741 -2.723 4.876  0.23
47 H -0.517 -3.092 5.741  0.20
48 H -0.180 -4.342 4.514  0.34
49 C 0.464 -0.277 -2.757  -0.75
50 C -0.720 -0.439 -1.844  0.66
51 C -0.463 -1.153 -0.537  0.07
52 O -1.738 -1.778 -0.285  -0.29
53 C -2.357 -1.965 -1.463  0.56
54 O -3.338 -2.624 -1.628  -0.60
55 O -1.713 -1.301 -2.453  -0.32
56 H 0.819 -1.255 -3.088  0.32
57 H 0.188 0.302 -3.638  0.24
58 H 1.281 0.234 -2.246  -0.14
59 H -1.203 0.524 -1.653  0.24
60 H -0.196 -0.473 0.267  -0.27
61 H 0.287 -1.942 -0.635  0.19
62 C -1.219 -3.117 -7.582  -1.40
63 C -0.367 -1.880 -7.516  0.45
64 C 0.392 -1.667 -6.220  -0.38
65 O 0.454 -0.237 -6.134  -0.30
66 C -0.596 0.272 -6.815  0.70
67 O -0.949 1.407 -6.777  -0.57
68 O -1.198 -0.698 -7.540  -0.33
69 H -2.003 -3.072 -6.826  0.26
70 H -1.699 -3.194 -8.557  0.36
71 H -0.621 -4.014 -7.422  0.41
72 H 0.306 -1.812 -8.376  0.23
73 H 1.399 -2.074 -6.212  0.38
74 H -0.171 -2.043 -5.361  0.21
75 C 0.238 3.314 7.321  -1.36
76 C 1.508 2.588 7.668  0.62
77 C 2.080 2.888 9.041  -0.42
78 O 3.485 2.713 8.842  -0.35
79 C 3.749 2.936 7.526  0.64
80 O 4.843 3.058 7.077  -0.55
81 O 2.603 3.008 6.824  -0.32
82 H 0.417 4.389 7.263  0.36
83 H -0.143 2.968 6.358  0.23
84 H -0.519 3.119 8.083  0.36
85 H 1.388 1.510 7.530  0.19
86 H 1.736 2.215 9.822  0.30
87 H 1.894 3.926 9.333  0.29
88 C -5.445 -0.627 -5.482  -1.50
89 C -4.942 -1.040 -6.839  0.87
90 C -5.901 -0.832 -7.997  -0.48
91 O -5.535 -1.887 -8.898  -0.34
92 C -4.986 -2.885 -8.163  0.64
93 O -4.726 -3.968 -8.580  -0.56
94 O -4.755 -2.470 -6.902  -0.35
95 H -6.307 -1.232 -5.199  0.37
96 H -4.674 -0.755 -4.724  0.30
97 H -5.737 0.424 -5.501  0.38
98 H -3.974 -0.579 -7.057  0.04
99 H -5.791 0.125 -8.499  0.32
100 H -6.941 -0.978 -7.691  0.29

As for the spin multiplicity: 1. The calculation puts the HOMO-LUMO gap at 6.8 eV. Its total charge is -1. The value obtained for the calculated total energy is -2981.2988 Ha. The molecular weight is 749.67 g/mol.



Record 2
A cluster of 3 separate species, C29H51F9O4S2 in total at a distorted geometry. Source: the OMol25 dataset; level of theory: wB97M-V/def2-TZVPD.

Each line ends with the Mulliken charge.
Geometry (Å):
1 C 7.862 0.072 0.952  -0.98
2 C 7.576 -0.970 -0.268  -0.24
3 C 8.013 -2.467 0.100  -0.77
4 C 7.368 -3.592 -0.840  -0.76
5 C 5.768 -3.611 -0.852  0.41
6 C 5.330 -4.178 -2.309  -1.06
7 C 3.801 -4.636 -2.334  -0.29
8 C 3.700 -6.121 -1.706  -0.78
9 C 2.193 -6.391 -1.264  -0.82
10 C 1.800 -6.128 0.247  0.03
11 C 2.952 -6.007 1.386  -0.76
12 C 2.824 -4.429 1.681  0.66
13 O 3.705 -3.891 2.360  -0.60
14 O 1.693 -3.840 1.023  -0.25
15 C 0.795 -4.974 0.714  0.06
16 S 0.353 -5.559 2.459  -0.13
17 S -0.480 -4.230 -0.370  1.36
18 O 0.117 -2.919 -0.859  -0.65
19 O -0.796 -5.005 -1.636  -0.67
20 C -2.129 -3.800 0.352  0.27
21 F -3.160 -4.449 -0.397  -0.25
22 F -2.369 -4.186 1.681  -0.24
23 C -2.514 -2.227 0.285  0.59
24 F -3.736 -2.135 1.020  -0.30
25 F -1.579 -1.498 1.033  -0.27
26 C -2.835 -1.663 -1.171  0.65
27 F -4.255 -1.601 -1.300  -0.28
28 F -2.393 -2.430 -2.243  -0.21
29 C -2.357 -0.128 -1.241  0.61
30 F -2.860 0.421 -2.453  -0.26
31 F -0.976 0.034 -1.302  -0.20
32 F -2.968 0.641 -0.227  -0.24
33 H 8.229 1.040 0.486  0.28
34 H 8.623 -0.365 1.689  0.29
35 H 6.872 0.277 1.481  0.24
36 H 6.470 -0.856 -0.510  0.21
37 H 8.147 -0.602 -1.185  0.29
38 H 7.881 -2.707 1.207  0.36
39 H 9.149 -2.515 -0.092  0.29
40 H 7.704 -3.380 -1.912  0.32
41 H 7.719 -4.634 -0.551  0.33
42 H 5.275 -2.594 -0.732  0.14
43 H 5.349 -4.319 -0.055  -0.18
44 H 6.012 -5.091 -2.488  0.26
45 H 5.586 -3.389 -3.095  0.38
46 H 3.515 -4.752 -3.445  0.34
47 H 3.065 -3.893 -1.892  0.16
48 H 4.507 -6.361 -0.950  0.37
49 H 3.901 -6.828 -2.595  0.38
50 H 1.998 -7.510 -1.462  0.39
51 H 1.545 -5.855 -2.046  0.26
52 H 1.233 -7.087 0.556  0.48
53 H 2.907 -6.742 2.253  0.29
54 H 4.038 -6.088 1.070  0.28
55 H 0.014 -4.425 3.205  0.22
56 C -5.495 2.561 -2.201  -0.84
57 C -4.678 3.254 -3.284  -0.53
58 C -3.369 3.852 -2.766  -0.63
59 C -3.523 4.955 -1.715  0.14
60 C -4.363 6.158 -2.145  -0.47
61 C -3.773 6.914 -3.329  -1.29
62 H -5.811 3.262 -1.424  0.25
63 H -6.395 2.119 -2.634  0.38
64 H -4.918 1.761 -1.730  -0.01
65 H -5.286 4.024 -3.768  0.35
66 H -4.438 2.520 -4.060  0.38
67 H -2.799 4.238 -3.618  0.37
68 H -2.758 3.050 -2.336  0.12
69 H -2.523 5.303 -1.433  0.46
70 H -3.960 4.529 -0.804  -0.40
71 H -4.441 6.846 -1.297  0.37
72 H -5.385 5.846 -2.382  0.30
73 H -2.765 7.269 -3.100  0.30
74 H -4.391 7.783 -3.566  0.40
75 H -3.725 6.289 -4.224  0.28
76 C -2.614 6.792 4.931  -1.18
77 C -2.757 5.276 4.985  -0.41
78 C -2.167 4.568 3.765  -0.84
79 C -2.826 4.910 2.426  -0.40
80 C -4.330 4.643 2.348  -0.36
81 C -4.692 3.175 2.525  -1.04
82 H -3.161 7.218 4.086  0.28
83 H -3.015 7.241 5.843  0.38
84 H -1.564 7.082 4.845  0.29
85 H -3.810 5.010 5.111  0.23
86 H -2.239 4.912 5.880  0.37
87 H -2.218 3.486 3.930  0.34
88 H -1.100 4.809 3.696  0.39
89 H -2.323 4.337 1.638  0.22
90 H -2.644 5.965 2.191  0.36
91 H -4.689 4.974 1.368  0.21
92 H -4.865 5.245 3.089  0.39
93 H -4.199 2.558 1.769  0.07
94 H -5.771 3.038 2.419  0.39
95 H -4.407 2.804 3.512  0.35

As for the spin multiplicity: 1. The calculation puts the HOMO-LUMO gap at 9.7 eV. The SMILES is CCCCCCCCC[C@H]1CC(=O)O[C@@]1(S)S(=O)(=O)C(F)(F)C(F)(F)C(F)(F)C(F)(F)F.CCCCCC.CCCCCC. The value obtained for the calculated total energy is -3131.4668 Ha. The value obtained for the energy relative to the best compared isomer or geometry (same formula, charge and spin) is 99.9 kcal per mole. The molecular weight is 698.84 g/mol.



Record 3
A structure of composition C29H52BBrCl16NO6PSi2 at a distorted geometry. Source: the OMol25 dataset; level of theory: wB97M-V/def2-TZVPD.

Each line ends with the Mulliken charge.
Geometry (Å):
1 C -1.026 -1.809 1.876  0.51
2 C 0.161 -1.675 1.753  -1.37
3 C 1.601 -1.603 1.480  -0.59
4 Si 1.903 -0.770 -0.181  -0.25
5 C 3.735 -1.029 -0.620  -0.87
6 O 4.416 -1.289 0.636  -0.19
7 N 5.756 -1.696 0.378  0.15
8 O 5.914 -2.815 0.659  -0.27
9 C 0.902 -1.758 -1.440  -1.28
10 C 1.083 -1.289 -2.866  0.97
11 C 2.271 -1.356 -3.593  -0.55
12 C 2.317 -0.924 -4.911  -0.04
13 C 1.198 -0.423 -5.563  -0.43
14 C 0.012 -0.340 -4.845  -0.46
15 C -0.035 -0.777 -3.531  -1.10
16 O 1.356 0.801 -0.307  0.06
17 Si 2.019 2.014 0.634  1.03
18 Br 0.983 3.929 -0.026  -0.44
19 B 1.640 1.916 2.602  0.14
20 O 0.582 1.205 3.135  -0.57
21 C 2.632 2.668 3.589  -0.41
22 C 2.453 2.211 5.057  -0.93
23 P 4.233 2.360 0.330  -0.02
24 O 4.447 3.898 0.915  -0.44
25 O 4.387 2.517 -1.320  -0.44
26 H -2.021 -1.935 2.232  0.47
27 H 1.935 -2.642 1.367  0.64
28 H 2.153 -1.186 2.324  0.63
29 H 3.828 -1.945 -1.210  0.78
30 H 4.205 -0.189 -1.142  0.48
31 H -0.149 -1.652 -1.163  0.48
32 H 1.199 -2.811 -1.367  0.54
33 H 3.171 -1.762 -3.147  0.32
34 H 3.249 -0.998 -5.465  -0.12
35 H 1.239 -0.100 -6.596  0.45
36 H -0.892 0.030 -5.315  0.41
37 H -0.973 -0.721 -2.989  0.48
38 H -0.250 1.691 3.183  0.20
39 H 3.668 2.442 3.311  0.32
40 H 2.426 3.744 3.513  0.33
41 H 3.059 2.814 5.732  0.38
42 H 2.748 1.164 5.155  0.12
43 H 1.400 2.270 5.336  0.17
44 H 4.648 4.500 0.186  0.29
45 H 5.332 2.468 -1.507  0.34
46 Cl -3.695 5.438 -0.244  -0.23
47 C -3.409 3.680 -0.100  -0.20
48 C -3.771 3.156 1.268  0.07
49 Cl -2.655 3.754 2.526  -0.21
50 H -2.364 3.491 -0.338  0.08
51 H -4.029 3.194 -0.851  0.39
52 H -3.706 2.069 1.277  -0.27
53 H -4.781 3.440 1.553  0.37
54 Cl -5.569 0.028 6.704  -0.20
55 C -4.343 1.256 6.290  -0.50
56 C -4.187 1.427 4.802  -0.30
57 Cl -3.449 0.001 4.029  -0.04
58 H -3.405 0.964 6.757  0.33
59 H -4.672 2.194 6.733  0.35
60 H -3.529 2.268 4.592  0.10
61 H -5.145 1.611 4.320  0.29
62 Cl -7.124 -1.076 2.705  -0.17
63 C -6.773 -1.949 1.190  -0.57
64 C -5.299 -2.202 1.010  -0.26
65 Cl -4.393 -0.696 0.715  -0.09
66 H -7.180 -1.368 0.366  0.34
67 H -7.303 -2.899 1.240  0.33
68 H -5.138 -2.844 0.146  0.03
69 H -4.868 -2.686 1.884  0.42
70 Cl -1.928 7.207 -5.023  -0.20
71 C -2.260 7.659 -3.330  -0.25
72 C -0.997 7.802 -2.521  -0.56
73 Cl -0.186 6.238 -2.260  -0.12
74 H -2.920 6.907 -2.904  0.14
75 H -2.789 8.611 -3.355  0.33
76 H -1.237 8.202 -1.536  0.26
77 H -0.288 8.472 -3.001  0.36
78 Cl -3.141 -5.384 -3.196  -0.12
79 C -2.499 -5.193 -4.850  -0.52
80 C -1.022 -4.896 -4.850  -0.60
81 Cl -0.651 -3.274 -4.195  0.02
82 H -3.065 -4.405 -5.341  0.32
83 H -2.689 -6.129 -5.374  0.32
84 H -0.642 -4.917 -5.871  0.30
85 H -0.473 -5.631 -4.265  0.31
86 Cl -4.291 -5.066 -0.009  -0.14
87 C -4.174 -6.843 0.068  -0.53
88 C -4.549 -7.380 1.425  -0.52
89 Cl -3.356 -6.942 2.674  -0.18
90 H -3.160 -7.122 -0.207  0.36
91 H -4.854 -7.238 -0.685  0.33
92 H -4.588 -8.467 1.390  0.34
93 H -5.520 -7.010 1.744  0.31
94 Cl 4.930 -1.427 -7.198  -0.20
95 C 4.874 -0.157 -8.450  -0.46
96 C 5.249 1.196 -7.903  -0.49
97 Cl 4.024 1.822 -6.772  -0.14
98 H 3.873 -0.152 -8.876  0.32
99 H 5.577 -0.448 -9.228  0.35
100 H 5.326 1.912 -8.720  0.31
101 H 6.202 1.162 -7.381  0.31
102 Cl 4.397 -0.817 6.200  -0.13
103 C 5.039 -0.698 7.858  -0.48
104 C 4.291 0.318 8.683  -0.49
105 Cl 4.583 1.982 8.120  -0.17
106 H 6.097 -0.457 7.792  0.32
107 H 4.938 -1.684 8.309  0.30
108 H 4.623 0.269 9.719  0.35
109 H 3.219 0.138 8.657  0.31

As for the spin multiplicity: 1. The calculation puts the HOMO-LUMO gap at 8.0 eV. The value obtained for the calculated total energy is -12524.7609 Ha. The molecular weight is 1255.85 g/mol.



Q: The lowest calculated total energy belongs to which entry?
A: C29H52BBrCl16NO6PSi2



Q: What is the calculated total energy in the first record?
A: -2981.2988 Ha